Entry w
A cluster of 2 separate species, C9H14 in total. Source: the Open Molecules 2025 dataset; level of theory: ωB97M-V/def2-TZVPD.

Structure (XYZ):
```
23
Properties=species:S:1:pos:R:3:lowdin_charge:R:1
C -0.22 -2.68 0.71 -0.175
C 0.08 -1.55 1.69 -0.170
H -0.10 -3.64 1.21 0.048
H -1.21 -2.52 0.29 0.057
H 0.46 -2.68 -0.14 0.048
H 1.01 -1.75 2.25 0.057
H -0.72 -1.49 2.45 0.060
H 0.10 -0.52 1.34 0.037
C 1.95 1.42 0.45 -0.124
C -1.63 1.91 -0.77 -0.184
C -1.75 0.86 -1.74 -0.202
C -0.41 2.03 -0.08 -0.161
C 0.68 1.20 -0.29 -0.388
C -0.72 -0.03 -1.93 -0.201
C 0.54 0.19 -1.32 -0.169
H -2.49 2.55 -0.59 0.042
H -2.65 0.77 -2.34 0.057
H -0.37 2.80 0.70 0.085
H -0.82 -0.93 -2.54 0.074
H 2.74 1.70 -0.23 0.048
H 2.35 0.62 1.10 0.056
H 1.36 -0.52 -1.36 0.050
H 1.80 2.27 1.12 0.054
```

Properties
* multiplicity: 2
* charge: -1


Entry x
A cluster of 2 separate species, C9H14 in total. Source: the Open Molecules 2025 dataset; level of theory: ωB97M-V/def2-TZVPD.

Structure (XYZ):
```
23
Properties=species:S:1:pos:R:3:lowdin_charge:R:1
C -0.78 0.95 1.89 -0.196
C -2.05 0.34 1.49 -0.164
H -0.22 1.53 1.28 0.021
H -0.70 1.55 2.87 0.087
H -0.04 0.20 2.20 0.055
H -2.00 -0.36 0.77 -0.012
H -2.80 1.04 1.34 0.029
H -2.47 -0.26 2.44 0.114
C -0.77 -0.20 -2.53 -0.126
C 0.16 -0.23 -1.39 -0.351
C 0.16 -1.12 -0.27 -0.176
C 1.28 0.59 -1.41 -0.149
C 1.20 -1.28 0.56 -0.225
C 2.35 0.44 -0.52 -0.179
C 2.44 -0.65 0.38 -0.185
H -0.45 -0.78 -3.42 0.060
H -1.14 0.75 -2.86 0.052
H -0.83 -1.61 -0.10 0.091
H 1.17 1.41 -2.05 0.056
H 0.84 -1.88 1.39 0.085
H 3.10 1.11 -0.94 0.065
H 3.18 -0.83 1.08 0.020
H -1.63 -0.71 -2.24 0.030
```

Properties
* multiplicity: 2
* charge: -1


Entry y
A cluster of 2 separate species, C9H14 in total. Source: the Open Molecules 2025 dataset; level of theory: ωB97M-V/def2-TZVPD.

Structure (XYZ):
```
23
Properties=species:S:1:pos:R:3:lowdin_charge:R:1
C -1.62 1.72 -1.59 -0.182
C -0.20 2.17 -1.94 -0.192
H -1.77 0.66 -1.81 0.063
H -1.81 1.83 -0.52 0.044
H -2.43 2.25 -2.08 0.042
H 0.20 2.83 -1.18 0.049
H -0.20 2.75 -2.88 0.052
H 0.44 1.31 -2.13 0.041
C -1.45 -0.52 1.88 -0.112
C 1.69 -2.43 0.92 -0.203
C 2.33 -1.52 0.05 -0.202
C 0.41 -2.12 1.41 -0.156
C -0.12 -0.86 1.27 -0.353
C 1.79 -0.27 -0.14 -0.199
C 0.64 0.12 0.58 -0.160
H 2.03 -3.46 0.96 0.050
H 3.21 -1.85 -0.51 0.065
H -0.18 -2.88 1.93 0.077
H 2.22 0.40 -0.88 0.064
H -1.58 -1.04 2.82 0.055
H -2.30 -0.81 1.24 0.064
H 0.28 1.13 0.65 0.045
H -1.58 0.56 1.96 0.048
```

Properties
* multiplicity: 2
* charge: -1


Entry z
A cluster of 2 separate species, C9H14 in total. Source: the Open Molecules 2025 dataset; level of theory: ωB97M-V/def2-TZVPD.

Structure (XYZ):
```
23
Properties=species:S:1:pos:R:3:lowdin_charge:R:1
C 2.11 -2.18 0.86 -0.175
C 1.85 -3.46 1.67 -0.186
H 3.02 -2.23 0.26 0.052
H 1.31 -2.04 0.13 0.049
H 2.16 -1.32 1.52 0.057
H 1.91 -4.29 0.96 0.050
H 2.43 -3.64 2.57 0.049
H 0.80 -3.45 1.97 0.053
C 0.73 1.09 -2.39 -0.121
C -0.74 -0.18 -0.75 -0.160
C -0.17 1.04 -1.20 -0.379
C -1.37 -0.21 0.51 -0.205
C -0.44 2.21 -0.49 -0.157
C -1.92 1.00 1.04 -0.203
C -1.37 2.18 0.61 -0.197
H -0.65 -1.02 -1.44 0.064
H -1.52 -1.18 0.99 0.047
H 0.57 0.19 -2.98 0.057
H 1.81 1.13 -2.14 0.063
H -0.04 3.11 -0.95 0.060
H -2.68 0.88 1.80 0.063
H -1.51 3.12 1.13 0.063
H 0.73 2.03 -2.95 0.058
```

Properties
* multiplicity: 2
* charge: -1


Sorted by energy, starting with the most stable: entry w, entry y, entry z, entry x.